Record 1
Entry from the OMol25 dataset: a molecular structure, C22H24AsCoN3O2PS5 (wB97M-V/def2-TZVPD).

Positions of all 59 atoms, in Å:
1 Co -1.07156 0.40355 0.41219
2 S -4.81288 -1.91107 0.52187
3 C -3.36985 -1.20190 0.32199
4 S -2.02171 -1.33302 1.51969
5 S -2.74886 -0.20463 -0.90401
6 S -0.63675 2.06757 -1.01757
7 C 0.94954 1.76725 -1.73318
8 C 1.63066 2.77435 -2.42057
9 C 2.87266 2.52285 -2.97621
10 C 3.46468 1.26831 -2.86309
11 C 2.78972 0.25770 -2.20044
12 C 1.53386 0.50306 -1.65570
13 As 0.51073 -0.83671 -0.73190
14 C 1.86101 -1.92118 0.11878
15 C 2.17596 -3.18867 -0.35697
16 C 3.19481 -3.91700 0.24458
17 C 3.89591 -3.38276 1.31375
18 C 3.58463 -2.11435 1.78582
19 C 2.56829 -1.38196 1.19284
20 C -0.20179 -1.96236 -2.12247
21 C -0.89785 -3.11560 -1.76664
22 C -1.56315 -3.84802 -2.73551
23 C -1.54384 -3.42532 -4.05906
24 C -0.85248 -2.27744 -4.41228
25 C -0.18163 -1.54001 -3.44440
26 H 1.18212 3.75600 -2.50973
27 H 3.39155 3.31727 -3.49791
28 H 4.44347 1.08414 -3.28519
29 H 3.23741 -0.72524 -2.10679
30 H 1.64022 -3.60874 -1.19825
31 H 3.43865 -4.90382 -0.12735
32 H 4.68910 -3.95352 1.77940
33 H 4.13167 -1.69280 2.61891
34 H 2.33018 -0.39672 1.56129
35 H -0.93602 -3.43955 -0.73167
36 H -2.10769 -4.74061 -2.45670
37 H -2.07793 -3.98868 -4.81321
38 H -0.83878 -1.94690 -5.44276
39 H 0.34921 -0.63771 -3.72196
40 N -1.32989 4.39361 0.89761
41 C -1.13170 3.79874 2.26137
42 P -2.53643 2.61935 2.35698
43 O -3.74186 3.48513 2.26912
44 O -2.32125 1.64297 1.21482
45 C -2.39995 1.72928 3.92617
46 N -3.35241 0.60863 3.88628
47 H -0.84766 5.28152 0.78591
48 H -2.33847 4.53624 0.75564
49 H -0.99715 3.71455 0.16844
50 H -1.24573 4.59237 2.99636
51 H -0.14138 3.35824 2.31736
52 H -2.58667 2.43225 4.74366
53 H -1.38261 1.34371 4.02504
54 H -4.27407 0.92219 3.59805
55 H -3.45039 0.18742 4.80158
56 H -2.65772 -0.63985 2.55561
57 S 1.59836 1.89176 3.93849
58 C 0.83990 1.22829 2.65796
59 N 0.29378 0.74786 1.74391

Computed properties:
E_LUMO ... -0.21 eV
Energy relative to the best compared isomer or geometry (same formula, charge and spin) ... 6.2 kcal/mol
Multiplicity ... 1
Kohn-Sham gap ... 7.83 eV

Löwdin atomic charge list, values in e, 4 entries: -0.396, 0.586, -1.615, 0.757


Record 2
Entry from the OMol25 dataset: a molecular structure, C22H24AsNNaO3PS3 (wB97M-V/def2-TZVPD).

Positions of all 56 atoms, in Å:
1 Na 1.94686 -1.97031 -0.99731
2 C 1.39029 -5.08876 4.96198
3 C 2.27677 -4.65864 3.81480
4 O 1.52379 -4.70073 2.59418
5 P 1.29557 -3.33330 1.78419
6 S 0.20682 -3.71100 0.17246
7 S 2.97056 -2.33060 1.47201
8 O 0.41252 -2.58271 2.91923
9 C -0.05142 -1.24815 2.70819
10 C -0.54565 -0.73094 4.03920
11 H 1.95315 -5.10215 5.89709
12 H 0.99050 -6.08791 4.78646
13 H 0.55538 -4.39657 5.06583
14 H 3.12714 -5.33177 3.68618
15 H 2.67368 -3.65436 3.97478
16 H -0.84358 -1.26662 1.95393
17 H 0.77457 -0.64195 2.32302
18 H -1.34104 -1.36919 4.42560
19 H -0.94079 0.27890 3.93711
20 H 0.26806 -0.71645 4.76487
21 S 3.56680 1.17572 -1.95257
22 C 2.42671 2.49566 -2.07235
23 C 2.90337 3.75801 -2.45061
24 C 2.06070 4.84860 -2.54891
25 C 0.70147 4.69941 -2.30269
26 C 0.21408 3.45356 -1.94030
27 C 1.05777 2.35205 -1.81013
28 As 0.33454 0.65343 -1.17913
29 C -1.11329 1.39817 -0.06905
30 C -0.72252 1.93018 1.15951
31 C -1.64936 2.49384 2.02279
32 C -2.99436 2.51433 1.67963
33 C -3.39574 1.97477 0.46885
34 C -2.46203 1.42612 -0.40178
35 C -0.76921 0.12543 -2.70485
36 C -0.83179 0.83652 -3.89630
37 C -1.63265 0.38341 -4.93462
38 C -2.36849 -0.78443 -4.79496
39 C -2.29249 -1.50871 -3.61516
40 C -1.48942 -1.05848 -2.57609
41 H 3.95619 3.86548 -2.67719
42 H 2.46187 5.81382 -2.83422
43 H 0.02697 5.54180 -2.38973
44 H -0.84509 3.33780 -1.74245
45 H 0.32468 1.91596 1.44787
46 H -1.31997 2.91417 2.96542
47 H -3.72324 2.94560 2.35464
48 H -4.44322 1.98394 0.19144
49 H -2.79789 1.02447 -1.34928
50 H -0.24473 1.73777 -4.01872
51 H -1.67501 0.94280 -5.86116
52 H -2.98953 -1.13567 -5.60980
53 H -2.84736 -2.43168 -3.50129
54 H -1.42522 -1.64011 -1.66074
55 O 2.87763 -1.25689 -2.74726
56 N 2.47665 -0.08362 -2.93260

Computed properties:
E_LUMO (spin up / spin down) ... 2.40 / 2.39 eV
Energy relative to the best compared isomer or geometry (same formula, charge and spin) ... 0.0 kcal/mol
Multiplicity ... 2
Total charge ... -1
Kohn-Sham gap (spin up / spin down) ... 6.13 / 6.97 eV
⟨S²⟩ ... 0.76

Löwdin atomic charge list, values in e, 4 entries: -0.004, -0.081, -0.316, -0.347